Entry from the OMol25 dataset: 11 unconnected molecules or ions with the total composition C55H76B5F20N10O2 in a non-equilibrium geometry (wB97M-V/def2-TZVPD).

Computed properties:
net charge: +5
E_tot: -134976.816 eV
E_HOMO: -0.624 hartree

The geometry in XYZ format:
```
168
Properties=species:S:1:pos:R:3:forces:R:3:mulliken_charge:R:1
C -6.696774 0.836419 0.789688 1.5 -1.7 0.3 -1.09
C -5.526209 -0.211720 1.089396 -2.4 -3.1 -2.4 0.74
O -5.494992 -1.350002 0.569110 0.5 4.3 2.1 -0.54
N -4.586425 0.020285 2.244061 -1.6 -0.6 0.9 0.42
H -3.657558 -0.201168 1.915019 0.9 0.5 -0.3 -0.41
H -4.650713 0.986471 2.531197 0.5 0.6 0.0 0.47
C -4.807652 -0.902135 3.465431 0.1 0.2 -0.5 -0.91
H -7.189168 0.473946 -0.112667 0.4 0.1 -0.1 0.22
H -6.409896 1.883381 0.691312 0.2 -0.2 0.2 0.37
H -7.420517 0.638194 1.580265 0.0 0.4 0.3 0.46
H -4.555126 -1.885628 3.069085 0.1 0.0 0.5 0.39
H -5.801466 -0.926190 3.912474 -0.3 0.4 -0.9 0.39
H -4.191266 -0.527964 4.282840 0.6 -0.2 -0.5 0.35
C -1.234881 -4.353225 3.357093 0.4 0.0 -0.1 -0.88
N -2.212568 -4.806432 4.321794 -2.5 -1.8 -0.1 0.17
C -2.533877 -4.139251 5.449007 0.9 -0.5 -1.3 -0.12
C -3.443862 -4.684196 6.314830 -0.8 1.0 0.8 -0.87
C -4.215274 -5.780271 5.993669 0.5 0.3 -1.3 0.93
C -3.952293 -6.398748 4.763555 0.0 -0.1 1.0 -0.77
C -2.915789 -5.947817 3.987779 -0.2 0.2 0.8 -0.26
C -5.320649 -6.166514 6.858143 -0.7 -1.0 1.5 1.22
C -6.024773 -5.270802 7.660770 0.1 0.8 -0.5 -0.76
C -7.136684 -5.645889 8.370038 0.4 -1.2 -0.1 -0.25
N -7.455764 -6.982381 8.472584 1.3 0.5 0.3 0.09
C -6.672876 -7.928237 7.926578 -0.3 1.9 -2.0 -0.41
C -5.676857 -7.488264 7.034172 -0.6 -1.7 -0.1 -0.65
C -8.497757 -7.377790 9.375208 -1.6 0.2 2.2 -0.90
H -0.360962 -4.961410 3.590533 0.4 0.4 -0.5 0.39
H -1.066190 -3.282296 3.470003 0.1 -0.1 0.0 0.17
H -1.646358 -4.570235 2.371350 0.4 0.1 0.0 0.37
H -2.003563 -3.199149 5.485807 -0.1 0.1 0.8 0.57
H -3.738073 -4.167190 7.216246 0.6 0.3 0.1 0.49
H -4.530814 -7.266194 4.482037 0.1 0.0 -0.4 0.46
H -2.707943 -6.564560 3.125905 0.6 0.6 -0.4 0.45
H -5.737597 -4.229731 7.651328 -0.3 0.1 0.1 0.36
H -7.757626 -4.907248 8.855066 -0.1 -0.3 0.2 0.40
H -7.043020 -8.942830 7.925462 0.3 -0.2 0.5 0.44
H -5.298416 -8.285551 6.411666 0.6 0.0 0.1 0.32
H -9.364911 -7.905552 8.978193 0.1 0.5 -0.7 0.36
H -8.774870 -6.475979 9.921132 -0.6 -0.1 -0.3 0.26
H -8.192384 -8.027989 10.195014 0.9 -0.2 -0.3 0.42
C 4.281646 2.454455 -4.844936 -0.3 -0.3 0.2 -0.93
N 4.150965 3.703753 -4.046369 -0.6 0.7 1.5 0.18
C 3.986699 4.871376 -4.729221 0.7 -0.3 0.8 -0.41
C 3.840917 6.101983 -4.096761 -0.1 -1.3 -1.3 -0.84
C 3.876624 6.221493 -2.722560 -1.2 -3.2 -0.7 0.71
C 3.873364 4.982045 -2.003977 1.7 -1.4 -0.8 -0.89
C 4.036831 3.704002 -2.659685 0.1 2.8 -2.0 -0.32
C 3.663456 7.532059 -2.179879 1.0 0.4 1.4 0.95
C 4.446835 7.939479 -1.086664 -0.5 0.7 -0.6 -0.60
C 4.272073 9.228586 -0.637926 -0.7 -0.7 0.1 -0.37
N 3.257010 9.991047 -1.132668 0.5 0.7 0.6 0.03
C 2.503177 9.634016 -2.163333 1.3 -1.2 -0.7 -0.28
C 2.777980 8.400614 -2.755032 -2.1 0.9 0.5 -0.66
C 3.135088 11.353585 -0.609536 1.3 1.1 0.2 -0.91
H 5.300782 2.309593 -5.203394 -0.2 0.8 -0.7 0.32
H 3.427564 2.540434 -5.516683 0.5 -0.4 -0.7 0.53
H 4.154134 1.505180 -4.324641 -0.6 0.5 0.9 0.19
H 4.094381 4.867123 -5.803825 -0.3 -0.5 -0.1 0.50
H 3.653956 6.885502 -4.816160 0.3 0.5 0.4 0.55
H 3.984367 4.921529 -0.931403 -0.7 0.3 0.2 0.48
H 4.128012 2.706527 -2.255787 -0.2 0.3 0.6 0.78
H 5.175058 7.253148 -0.680430 0.1 0.3 0.2 0.54
H 4.853589 9.666137 0.160066 -0.1 0.0 0.0 0.36
H 1.824105 10.329049 -2.634701 -0.2 0.1 0.5 0.45
H 2.018814 8.132273 -3.474783 0.5 -0.4 -0.5 0.47
H 3.841959 11.942472 -1.194045 -0.4 0.3 -0.4 0.43
H 3.614196 11.438979 0.365792 -0.7 -0.4 0.3 0.29
H 2.132110 11.779782 -0.631789 0.1 -0.4 0.0 0.34
C 2.195598 -2.329858 1.781349 1.2 -0.8 -0.4 -0.24
N 3.349059 -1.400025 2.010605 -1.0 1.6 -0.1 0.13
C 4.490595 -1.499285 1.317714 1.2 -1.0 -0.6 -0.32
C 5.510358 -0.543746 1.296802 -1.8 0.6 1.9 -0.77
C 5.264741 0.585169 2.143994 1.0 -0.7 -2.5 0.86
C 4.078887 0.678118 2.807348 -1.2 0.7 1.3 -0.60
C 3.112076 -0.278354 2.724685 -0.1 -1.3 -0.4 -0.55
C 6.214412 1.731836 2.157521 -1.7 -2.4 0.9 0.76
C 6.641941 2.141361 3.364890 1.2 1.0 1.7 -0.76
C 7.657637 3.070443 3.431610 0.4 0.0 -1.2 -0.18
N 8.190703 3.585622 2.282749 -1.6 -1.4 -0.1 0.05
C 7.681561 3.185562 1.055463 0.4 1.8 1.8 -0.56
C 6.681233 2.283825 1.021710 0.4 -0.2 -2.2 -0.57
C 9.235022 4.587891 2.349154 0.5 0.2 0.1 -0.87
H 1.235006 -1.832688 1.646456 0.4 0.5 0.2 -0.26
H 2.144389 -3.045544 2.601884 0.1 0.1 0.0 0.29
H 2.486006 -2.830865 0.857907 -0.4 -0.3 0.0 0.23
H 4.618442 -2.432183 0.788791 -0.1 0.0 -0.4 0.61
H 6.418963 -0.715384 0.738780 -0.1 0.0 0.0 0.65
H 3.803274 1.519667 3.425600 0.3 0.3 -0.1 0.49
H 2.119686 -0.237304 3.148805 0.0 0.4 0.2 0.50
H 6.320621 1.740415 4.314831 -0.3 -0.2 -0.1 0.50
H 8.051995 3.292780 4.412147 0.4 0.6 -0.3 0.40
H 7.938685 3.770655 0.184863 0.7 -0.2 0.0 0.50
H 6.319197 1.957015 0.058112 -0.1 0.1 -0.1 0.53
H 10.081999 4.285054 1.733501 -0.1 0.0 0.0 0.38
H 9.549691 4.617036 3.392332 0.1 0.5 -0.2 0.29
H 8.813407 5.522408 1.978984 0.3 0.1 0.3 0.35
C -6.565979 -0.989897 -3.144359 0.4 0.3 -0.6 -0.97
N -5.336233 -1.396576 -3.852425 0.0 -1.4 -0.2 0.12
C -5.238943 -2.665016 -4.305232 0.7 -0.4 -1.3 -0.44
C -4.015273 -3.188089 -4.755453 0.1 0.6 -0.6 -0.88
C -2.866423 -2.394748 -4.771871 0.4 1.0 0.7 1.01
C -3.047089 -1.104014 -4.244636 1.0 0.2 0.3 -0.23
C -4.265930 -0.627130 -3.821198 0.3 0.1 0.7 -0.60
C -1.486244 -2.905363 -5.207938 0.6 -1.5 -0.7 0.40
C -1.234727 -4.235089 -5.675357 0.1 0.4 1.3 -0.80
C 0.064196 -4.727193 -5.866537 -0.5 0.7 0.6 -0.54
N 1.161968 -3.936953 -5.719022 -1.4 2.6 0.5 0.34
C 0.982695 -2.621330 -5.383770 -2.2 -0.9 -0.4 -0.51
C -0.329935 -2.140135 -5.166186 0.5 0.8 0.6 0.44
C 2.501613 -4.299368 -6.170064 -0.5 -0.9 -0.4 -0.88
H -6.471825 -1.476265 -2.173436 -0.7 0.0 -0.1 0.36
H -7.390739 -1.269264 -3.799965 -0.2 -0.2 0.6 0.38
H -6.552571 0.094365 -3.033469 0.0 -0.1 0.0 0.34
H -6.187551 -3.157465 -4.460275 0.1 -0.4 0.3 0.42
H -3.826747 -4.129594 -5.249860 -1.2 -0.4 0.3 0.47
H -2.239254 -0.446024 -3.960307 0.3 0.1 -0.6 0.59
H -4.437307 0.297052 -3.289298 0.6 0.5 -0.2 0.39
H -2.053517 -4.939274 -5.664894 0.2 -0.3 -0.4 0.35
H 0.222853 -5.782168 -6.034635 0.2 0.1 -0.3 0.41
H 1.834639 -1.957920 -5.361617 0.0 -0.2 0.1 0.74
H -0.468300 -1.098761 -4.915599 0.5 0.3 -0.1 -0.11
H 2.590825 -5.356221 -5.918628 0.7 0.1 -0.2 0.32
H 3.274428 -3.660138 -5.743181 -0.3 -0.3 0.3 0.29
H 2.415375 -4.132761 -7.243804 0.6 -0.4 -0.1 0.39
C 2.144166 0.217938 -1.866439 1.0 -0.3 0.2 -1.36
C 0.670354 -0.008757 -1.843639 -1.6 0.6 1.4 2.62
C 0.202866 -1.366088 -1.265514 0.1 -0.7 -2.7 0.26
O -1.203678 -1.632786 -1.610289 0.4 0.2 1.9 0.39
C -1.852923 -2.255469 -0.494933 -0.6 -0.5 -0.1 -0.82
N -0.016540 1.058787 -0.969859 0.4 -1.0 -0.3 1.67
H -0.994413 0.839070 -0.845002 -0.8 0.1 -0.2 -0.51
H 0.351442 1.046514 -0.029363 0.4 0.2 0.6 -0.25
H 0.021748 2.020727 -1.275300 0.2 0.7 -0.6 0.30
H 2.704253 -0.584255 -2.346942 -0.4 -0.2 -0.3 0.18
H 2.555890 0.223156 -0.857206 0.0 0.4 0.3 0.23
H 2.379982 1.137359 -2.402317 -0.2 0.1 0.2 0.10
H 0.283558 0.172842 -2.846389 -0.2 -0.3 0.1 -1.33
H 0.460084 -1.663680 -0.248967 -0.3 0.8 0.2 -0.73
H 0.753917 -2.084208 -1.872764 0.2 -0.3 0.0 -0.11
H -2.185949 -1.585844 0.298044 0.5 0.4 -0.1 0.18
H -1.274572 -3.067760 -0.054709 0.7 0.1 0.1 0.32
H -2.754702 -2.806859 -0.761101 -0.2 0.3 -0.9 0.43
B 1.289801 4.120746 0.029104 -0.3 1.6 2.6 0.00
F 2.570996 3.861827 0.579000 1.1 -0.4 0.3 -0.42
F 1.187438 3.594663 -1.158562 0.4 -2.4 -4.7 -0.15
F 0.295847 3.635884 0.797850 -1.1 -1.6 1.8 -0.14
F 1.086336 5.456443 -0.065996 0.6 2.6 -0.2 -0.31
B -3.725022 2.713299 -1.639052 0.5 2.0 -0.4 -0.06
F -2.559247 2.417014 -0.942664 1.4 -0.9 -0.2 -0.29
F -3.590909 2.896718 -3.010607 0.4 -1.1 -0.4 -0.39
F -4.637834 1.730799 -1.338866 -1.5 -2.3 0.1 -0.11
F -4.181847 3.893007 -1.142379 -0.8 1.4 0.9 -0.34
B -1.274987 0.468623 2.131669 0.6 1.4 1.4 -0.53
F 0.034951 0.919906 2.070981 0.8 0.6 -0.7 -0.23
F -1.978484 1.058223 3.156217 -0.6 0.4 1.6 -0.28
F -2.053116 0.722500 1.049984 -0.4 -0.7 -2.0 0.23
F -1.125922 -0.865209 2.427863 -0.5 -2.7 0.1 -0.17
B 0.298141 1.684462 -5.194389 0.0 1.4 -1.2 -0.11
F 1.305035 0.854571 -4.821146 2.2 -2.3 1.0 -0.15
F -0.306253 1.293458 -6.313537 -1.2 -1.9 -2.7 -0.36
F -0.619063 1.769181 -4.239238 -2.1 -0.2 3.3 0.03
F 0.841892 2.898854 -5.460231 1.6 2.6 0.0 -0.37
B 3.178510 -3.504222 -2.557371 -0.1 -1.1 0.4 0.03
F 1.917669 -4.048878 -2.721263 -1.3 -0.7 -0.1 -0.41
F 4.149947 -4.437284 -2.496974 1.0 -1.5 -0.2 -0.32
F 3.395786 -2.626925 -3.543739 0.5 2.0 -2.6 -0.39
F 3.214366 -2.807011 -1.381378 -0.3 1.5 2.8 0.22
```
Positions in Å, forces in eV/Å.